# 1
{
  "formula": "C22H45N4O",
  "method": "the ωB97M-V functional and the def2-TZVPD basis",
  "symbols": ["C", "C", "C", "C", "C", "C", "C", "C", "C", "C", "C", "C", "C", "C", "C", "C", "C", "C", "C", "N", "N", "N", "C", "O", "C", "C", "N", "H", "H", "H", "H", "H", "H", "H", "H", "H", "H", "H", "H", "H", "H", "H", "H", "H", "H", "H", "H", "H", "H", "H", "H", "H", "H", "H", "H", "H", "H", "H", "H", "H", "H", "H", "H", "H", "H", "H", "H", "H", "H", "H", "H", "H"],
  "positions_angstrom": [[-1.5691, 6.6848, 0.3981], [-2.0596, 5.2452, 1.0868], [-0.9897, 4.0992, 0.6007], [-1.5399, 3.4689, -0.8092], [-2.6871, 2.3082, -0.6525], [-3.0324, 1.8789, 0.8938], [-4.1812, 0.6885, 0.8897], [-3.7326, -0.6676, 1.7121], [-2.2078, -1.1896, 1.3035], [-1.9869, -2.6309, 2.0535], [-0.6665, -3.4728, 1.5683], [-0.1763, -3.1635, 0.0292], [-1.1783, -3.7595, -1.1236], [-0.7611, -3.2983, -2.6727], [-1.3101, -1.8054, -3.0790], [-0.2302, -0.5895, -2.8719], [1.2331, -0.8311, -3.5712], [2.3327, -1.5105, -2.5625], [3.2505, -0.4485, -1.7154], [3.5613, 1.0197, -1.9053], [4.4433, 1.2704, -0.8291], [4.7711, 0.2040, 0.0329], [5.7159, 0.2285, 1.2304], [5.0552, 0.4857, 2.5196], [4.0190, -0.5335, 2.8129], [4.5937, -2.0708, 2.8976], [4.0521, -0.8661, -0.4921], [-0.3881, 6.8190, 0.4369], [-1.8414, 6.7380, -0.7606], [-2.0729, 7.6249, 0.9196], [-3.1055, 5.0091, 0.5701], [-2.1501, 5.3693, 2.2547], [0.0188, 4.6787, 0.3331], [-0.6982, 3.3143, 1.4184], [-2.0486, 4.3688, -1.4050], [-0.6531, 3.0960, -1.4824], [-3.7017, 2.7096, -1.1301], [-2.3301, 1.3630, -1.2847], [-2.0810, 1.6244, 1.5298], [-3.5273, 2.8273, 1.4117], [-4.5291, 0.4400, -0.2025], [-5.1427, 1.1231, 1.4477], [-4.4640, -1.5324, 1.3662], [-3.8345, -0.5718, 2.8840], [-1.3808, -0.4442, 1.6801], [-2.1876, -1.2325, 0.1302], [-1.8926, -2.4283, 3.2077], [-2.9517, -3.2871, 1.8952], [-0.9472, -4.6309, 1.6367], [0.2393, -3.2810, 2.3216], [0.0148, -2.0251, -0.1637], [0.8829, -3.7012, -0.0882], [-2.3196, -3.5252, -0.9483], [-1.0272, -4.9433, -1.1169], [0.3782, -3.4787, -2.8791], [-1.3418, -4.0675, -3.3770], [-2.2176, -1.5743, -2.3395], [-1.7794, -1.8799, -4.1491], [-0.1267, -0.2745, -1.7254], [-0.7015, 0.3713, -3.4002], [1.0693, -1.6077, -4.4629], [1.6445, 0.1510, -4.1046], [2.9892, -2.3131, -3.1251], [1.7047, -2.1236, -1.7533], [6.4694, 1.1360, 1.0567], [6.4090, -0.7434, 1.2385], [3.1263, -0.4009, 2.0317], [3.5596, -0.2740, 3.8804], [4.1016, -2.7246, 3.7544], [4.3425, -2.5990, 1.8840], [5.7664, -1.9839, 3.0118], [4.0067, -1.8600, -0.1477]],
  "lowdin_charge": [-0.157, -0.253, -0.238, -0.218, -0.212, -0.215, -0.207, -0.210, -0.222, -0.218, -0.211, -0.248, -0.202, -0.207, -0.200, -0.218, -0.197, -0.128, -0.029, 0.134, 0.096, -0.069, -0.106, -0.160, -0.229, -0.090, 0.123, 0.075, 0.079, 0.080, 0.108, 0.112, 0.104, 0.096, 0.112, 0.098, 0.124, 0.095, 0.091, 0.111, 0.109, 0.118, 0.114, 0.122, 0.108, 0.094, 0.119, 0.115, 0.123, 0.108, 0.078, 0.110, 0.121, 0.124, 0.095, 0.122, 0.112, 0.120, 0.110, 0.123, 0.135, 0.129, 0.143, 0.095, 0.183, 0.167, 0.124, 0.150, 0.109, 0.054, 0.099, 0.173],
  "gap_ev": 7.33,
  "charge": 1
}

---

# 2
{
  "formula": "C21H32N4O3",
  "method": "the ωB97M-V functional and the def2-TZVPD basis",
  "symbols": ["C", "C", "C", "C", "C", "C", "C", "C", "C", "O", "N", "C", "C", "C", "C", "C", "C", "O", "N", "C", "C", "N", "C", "C", "N", "O", "C", "C", "H", "H", "H", "H", "H", "H", "H", "H", "H", "H", "H", "H", "H", "H", "H", "H", "H", "H", "H", "H", "H", "H", "H", "H", "H", "H", "H", "H", "H", "H", "H", "H"],
  "positions_angstrom": [[1.7655, -0.7706, 6.2135], [1.8031, -1.1734, 4.7453], [0.7157, -0.4961, 3.9217], [0.7441, -0.8877, 2.4513], [-0.3617, -0.2143, 1.6356], [-0.2836, -0.5580, 0.1780], [-0.8991, -1.5956, -0.3695], [-0.7419, -1.9928, -1.8043], [-2.0762, -2.3725, -2.4355], [-3.0321, -2.6797, -1.7453], [-2.1384, -2.3819, -3.7965], [-3.3893, -2.7911, -4.4319], [-3.6096, -2.0674, -5.7532], [-3.5653, -0.5731, -5.5835], [-2.9138, 0.3217, -6.5714], [-2.2559, 0.1298, -5.2193], [-2.5298, 1.2715, -4.2799], [-3.4431, 2.0570, -4.4750], [-1.7598, 1.3945, -3.1625], [-1.9798, 2.5340, -2.2999], [-0.8757, 2.6966, -1.3183], [-0.9291, 3.2132, -0.1379], [0.3928, 3.1914, 0.2523], [0.8601, 3.7115, 1.5624], [1.2003, 2.6759, -0.6235], [0.3557, 2.3506, -1.6928], [-0.9358, -0.6291, -5.1344], [-1.0193, -2.1013, -4.6730], [2.5498, -1.2650, 6.7876], [1.8990, 0.3075, 6.3255], [0.8061, -1.0318, 6.6647], [2.7810, -0.9283, 4.3191], [1.6955, -2.2588, 4.6566], [-0.2653, -0.7414, 4.3444], [0.8211, 0.5920, 4.0100], [1.7193, -0.6307, 2.0227], [0.6418, -1.9726, 2.3520], [-1.3337, -0.5215, 2.0327], [-0.2975, 0.8676, 1.7740], [0.3944, 0.0397, -0.4292], [-1.5768, -2.2061, 0.2180], [-0.2419, -1.1970, -2.3603], [-0.0925, -2.8738, -1.8854], [-3.4019, -3.8769, -4.5793], [-4.1897, -2.5565, -3.7327], [-2.8881, -2.3853, -6.5092], [-4.5901, -2.3566, -6.1380], [-4.4204, -0.1457, -5.0738], [-2.4021, -0.1463, -7.4035], [-3.3610, 1.2864, -6.7589], [-0.9461, 0.8276, -3.0157], [-2.0419, 3.4436, -2.9043], [-2.9210, 2.4556, -1.7561], [1.9336, 3.5704, 1.6588], [0.6188, 4.7706, 1.6448], [0.3494, 3.1892, 2.3710], [-0.4282, -0.5983, -6.1007], [-0.2609, -0.0922, -4.4656], [-0.0838, -2.3860, -4.1952], [-1.1156, -2.7562, -5.5381]],
  "lowdin_charge": [-0.121, -0.282, -0.242, -0.216, -0.204, -0.112, -0.091, -0.100, -0.440, 0.061, -0.050, -0.129, -0.135, -0.193, -0.022, -0.262, -0.417, 0.069, 0.100, -0.073, -0.344, 0.208, -0.421, -0.013, 0.145, 0.008, -0.074, -0.138, 0.067, 0.070, 0.071, 0.108, 0.108, 0.119, 0.111, 0.119, 0.117, 0.121, 0.088, 0.097, 0.118, 0.095, 0.134, 0.131, 0.123, 0.110, 0.124, 0.149, 0.116, 0.111, 0.098, 0.143, 0.142, 0.082, 0.085, 0.074, 0.121, 0.098, 0.116, 0.119],
  "gap_ev": 9.88,
  "charge": 0
}

---

# 3
{
  "formula": "C2H9N2",
  "method": "the ωB97M-V functional and the def2-TZVPD basis",
  "symbols": ["C", "C", "N", "H", "H", "H", "H", "H", "N", "H", "H", "H", "H"],
  "positions_angstrom": [[-0.4841, 1.5099, -1.1273], [-0.6550, 1.2517, 0.1580], [0.3392, 0.5257, 0.9144], [0.4287, 1.2299, -1.6369], [-1.2386, 2.0452, -1.6815], [-1.5392, 1.5050, 0.7243], [1.2683, 0.9261, 0.8348], [0.1218, 0.4494, 1.9069], [0.3570, -1.9200, -0.0322], [0.1696, -2.6436, 0.6538], [0.4034, -0.7070, 0.4678], [1.2218, -2.1909, -0.4831], [-0.3927, -1.9816, -0.6990]],
  "lowdin_charge": [0.046, -0.200, 0.048, 0.074, 0.075, 0.116, 0.141, 0.140, 0.156, 0.109, 0.087, 0.109, 0.099],
  "gap_ev": 10.94,
  "charge": 1
}

---

# 4
{
  "formula": "C4H4NiO2",
  "method": "the ωB97M-V functional and the def2-TZVPD basis",
  "symbols": ["O", "C", "H", "C", "C", "C", "O", "Ni", "H", "H", "H"],
  "positions_angstrom": [[-1.6788, 0.6371, -0.4398], [-0.3667, 0.8672, -0.6334], [-0.1313, 1.9307, -0.8346], [0.5135, -0.1674, -1.1566], [1.8798, 0.0199, -0.5660], [0.9347, 0.2568, 0.5781], [0.3856, -0.6047, 1.4028], [-1.4659, -0.8070, 0.8406], [0.1661, -1.1344, -1.5328], [2.4233, 0.9256, -0.8868], [2.5008, -0.8774, -0.4473]],
  "lowdin_spin": [0.186, 0.025, 0.004, 0.063, 0.013, 0.034, 0.206, 2.457, 0.009, 0.003, 0.001],
  "gap_ev": [6.34, 6.02],
  "charge": -1,
  "spin_multiplicity": 4
}

---

# 5
{
  "formula": "C3H9N3",
  "method": "the ωB97M-V functional and the def2-TZVPD basis",
  "symbols": ["H", "N", "C", "N", "H", "H", "H", "C", "C", "N", "H", "H", "H", "H", "H"],
  "positions_angstrom": [[1.3953, -3.4522, 1.3028], [1.1662, -2.5606, 1.7456], [0.3278, -1.9072, 1.0327], [-0.1885, -0.7291, 1.5303], [0.2702, -1.9711, -0.0620], [-0.3076, -0.7615, 2.5256], [-0.9224, -0.2908, 1.0012], [-1.1847, 1.2308, -1.8894], [0.0217, 1.4908, -1.4019], [0.3301, 1.7313, -0.0236], [-1.5156, 0.7754, -2.8127], [-2.0457, 1.3562, -1.2259], [0.8702, 1.1849, -2.0185], [1.1699, 1.2046, 0.1737], [0.6130, 2.6984, 0.1222]],
  "lowdin_charge": [0.026, 0.035, -0.389, 0.057, 0.113, 0.085, 0.064, -0.015, -0.297, -0.008, 0.047, 0.052, 0.092, 0.062, 0.075],
  "gap_ev": 9.91,
  "charge": 0
}

---

# 6
{
  "formula": "C5H10N2O8",
  "method": "the ωB97M-V functional and the def2-TZVPD basis",
  "symbols": ["C", "C", "C", "O", "C", "C", "O", "O", "N", "O", "O", "O", "N", "O", "O", "H", "H", "H", "H", "H", "H", "H", "H", "H", "H"],
  "positions_angstrom": [[-0.7052, 0.8128, -1.3529], [0.5493, 0.4053, -0.6220], [1.6938, 1.4887, -0.7461], [1.3321, 2.6657, -0.0400], [0.2619, 0.1741, 0.8785], [-0.9560, -0.8067, 1.2640], [-0.8232, -0.5717, 2.5264], [-2.9773, -2.9528, 2.3959], [-3.4157, -2.2608, 3.3179], [-4.4595, -2.4249, 3.9718], [1.4814, -0.3571, 1.4148], [1.0528, -0.8884, -1.0289], [1.3734, -0.7647, -2.5913], [2.4884, -0.3893, -2.8356], [0.3761, -1.0129, -3.2744], [-1.1640, 1.6600, -0.8132], [-0.4936, 1.1014, -2.3882], [-1.4043, -0.0319, -1.3619], [2.6141, 1.0592, -0.3019], [1.8461, 1.7054, -1.8181], [2.0394, 3.3236, -0.1489], [0.1263, 1.1804, 1.3108], [-1.8849, -0.3532, 0.7968], [-0.7244, -1.7713, 0.7012], [1.7728, -0.9907, 0.7451]],
  "lowdin_charge": [-0.013, -0.456, -0.176, -0.044, -0.253, -0.301, 0.039, 0.064, -0.107, 0.068, -0.002, -0.008, -0.274, 0.154, 0.126, 0.114, 0.089, 0.095, 0.136, 0.120, 0.108, 0.159, 0.128, 0.146, 0.090],
  "gap_ev": [8.65, 7.56],
  "charge": 0
}

---

# 7
{
  "formula": "C3H6Cl2N2OP",
  "method": "the ωB97M-V functional and the def2-TZVPD basis",
  "symbols": ["C", "N", "P", "Cl", "Cl", "O", "C", "N", "C", "H", "H", "H", "H", "H", "H"],
  "positions_angstrom": [[-1.2173, -1.8948, 0.4635], [-1.9083, -0.6319, 0.4619], [-3.3157, -0.1617, 0.0878], [-4.4261, -0.7227, -1.4449], [-4.4858, 0.6457, 1.4425], [-2.7645, 1.5243, -0.5955], [-1.5720, 1.6892, -0.5328], [-0.4346, 1.8824, -0.4707], [0.9466, 2.0501, -0.4569], [-1.4329, -2.4502, 1.3756], [-1.4585, -2.5104, -0.4013], [-0.1528, -1.6640, 0.4504], [1.3885, 1.5070, -1.2933], [1.3322, 1.6725, 0.4898], [1.1821, 3.1117, -0.5417]],
  "lowdin_charge": [-0.153, -0.276, 0.046, 0.468, 0.484, -0.066, -0.229, 0.168, -0.021, 0.084, 0.080, 0.079, 0.112, 0.111, 0.113],
  "gap_ev": 9.97,
  "charge": 1
}

---

# 8
{
  "formula": "C10H40N20O10",
  "method": "the ωB97M-V functional and the def2-TZVPD basis",
  "symbols": ["N", "C", "N", "O", "H", "H", "H", "H", "N", "C", "N", "O", "H", "H", "H", "H", "N", "C", "N", "O", "H", "H", "H", "H", "N", "C", "N", "O", "H", "H", "H", "H", "N", "C", "N", "O", "H", "H", "H", "H", "N", "C", "N", "O", "H", "H", "H", "H", "N", "C", "N", "O", "H", "H", "H", "H", "N", "C", "N", "O", "H", "H", "H", "H", "N", "C", "N", "O", "H", "H", "H", "H", "N", "C", "N", "O", "H", "H", "H", "H"],
  "positions_angstrom": [[0.2501, 3.6648, -1.0714], [1.3814, 3.9729, -0.3873], [2.1542, 2.8268, -0.3161], [1.6784, 5.1006, -0.0421], [0.1121, 2.6664, -1.0457], [-0.5453, 4.2713, -0.9412], [3.1545, 2.8916, -0.2523], [1.7422, 1.9183, -0.4648], [1.6359, -2.1722, 2.5598], [1.3559, -2.0378, 3.8559], [2.2988, -1.3878, 4.5725], [0.4403, -2.7209, 4.3268], [2.3337, -1.8027, 1.9182], [0.8172, -2.6353, 2.1885], [3.1559, -1.5863, 4.0724], [2.3061, -1.3385, 5.5762], [-2.7784, 1.3284, -4.5389], [-3.6290, 2.0403, -5.2957], [-4.9373, 1.8983, -4.9025], [-3.3567, 2.7257, -6.2619], [-3.0447, 0.7389, -3.7722], [-1.8666, 1.1363, -4.9297], [-5.6146, 2.4893, -5.3488], [-5.1483, 1.0542, -4.4019], [-2.3151, -2.9014, 4.0399], [-2.9685, -2.4165, 2.9908], [-4.3036, -2.3494, 3.1776], [-2.4726, -2.1843, 1.8792], [-2.8710, -3.2526, 4.7969], [-1.3113, -3.0060, 3.9656], [-4.7570, -2.5120, 4.0589], [-4.8473, -1.8143, 2.5217], [-0.2697, -0.3527, 1.4207], [-0.2306, -0.1806, 0.0611], [-1.2375, -0.8716, -0.5128], [0.6120, 0.4688, -0.5687], [0.6008, -0.2055, 1.9071], [-0.7961, -1.1883, 1.6450], [-1.3658, -0.4905, -1.4409], [-1.9438, -1.0965, 0.1743], [4.6600, -2.5436, -0.2184], [3.4923, -2.9186, -0.7805], [2.7901, -1.9090, -1.3309], [3.1390, -4.0947, -0.8026], [4.8915, -1.5790, -0.3689], [5.3489, -3.1487, 0.1861], [3.2699, -1.0330, -1.2277], [1.7861, -1.9542, -1.3167], [-5.5857, -3.6776, -3.6470], [-4.3530, -3.4978, -3.1448], [-4.2395, -2.2048, -2.7052], [-3.4880, -4.3375, -3.0097], [-5.9302, -4.5137, -4.0873], [-6.3050, -2.9812, -3.5891], [-3.5187, -1.9481, -2.0550], [-4.9943, -1.5873, -2.9327], [1.5112, 2.0960, -5.7817], [0.8105, 1.4455, -4.8081], [1.1122, 2.0433, -3.6203], [0.1520, 0.4351, -4.9705], [1.3877, 1.7415, -6.7159], [2.0728, 2.8936, -5.5614], [1.5944, 2.9081, -3.4695], [0.8974, 1.4784, -2.8117], [3.8773, 0.9799, 3.1677], [4.0000, 0.5163, 1.9040], [4.9090, 1.2634, 1.2604], [3.5245, -0.5162, 1.4094], [3.3627, 0.3599, 3.7742], [4.4681, 1.7500, 3.4077], [5.1472, 0.9532, 0.3306], [4.9379, 2.2512, 1.4476], [0.1274, 1.8252, 3.7767], [0.0842, 3.0570, 4.3373], [0.5309, 3.0502, 5.6314], [-0.2423, 4.0817, 3.7769], [0.3074, 0.9762, 4.2846], [-0.2186, 1.6441, 2.8488], [0.5894, 2.1269, 6.0233], [0.6739, 3.8799, 6.1748]],
  "lowdin_charge": [0.148, -0.678, 0.143, 0.035, 0.055, 0.112, 0.076, 0.026, 0.174, -0.677, 0.153, 0.004, 0.072, 0.120, 0.107, 0.116, 0.169, -0.702, 0.129, 0.032, 0.083, 0.069, 0.099, 0.074, 0.184, -0.660, 0.153, -0.016, 0.110, 0.058, 0.099, 0.108, 0.163, -0.627, 0.181, -0.019, 0.075, 0.053, 0.112, 0.072, 0.147, -0.714, 0.171, 0.012, 0.069, 0.110, 0.077, 0.101, 0.144, -0.695, 0.139, 0.052, 0.110, 0.090, 0.085, 0.076, 0.147, -0.675, 0.155, 0.024, 0.108, 0.092, 0.092, 0.064, 0.181, -0.649, 0.153, -0.011, 0.063, 0.109, 0.108, 0.107, 0.155, -0.697, 0.139, 0.043, 0.077, 0.075, 0.080, 0.103],
  "gap_ev": 9.41,
  "charge": 0
}

---

no.,E_tot (eV)
1,-31531.6528
2,-34398.7446
3,-5193.3680
4,-49346.1096
5,-7725.7570
6,-24695.6959
7,-42562.3845
8,-61304.8080